[1]
{
  "formula": "C7H34O10",
  "method": "the ωB97M-V functional and the def2-TZVPD basis",
  "elements": ["O", "H", "H", "H", "O", "O", "H", "H", "C", "O", "O", "H", "O", "H", "H", "H", "H", "H", "H", "H", "C", "H", "C", "H", "H", "O", "H", "H", "C", "H", "H", "O", "H", "H", "C", "H", "H", "H", "H", "C", "H", "O", "H", "C", "H", "H", "H", "H", "O", "H", "H"],
  "coordinates": [[-9.501581, 15.370574, -2.233367], [-14.022217, 14.810147, -1.249407], [-12.769244, 16.071076, -1.653824], [-10.831212, 12.581932, -0.764123], [-11.025165, 7.334907, -4.012479], [-9.837337, 14.746342, 1.231362], [-6.407027, 14.009608, 1.908936], [-11.750823, 15.092064, 1.865057], [-6.994913, 11.551045, -0.400259], [-10.062684, 12.389082, -0.195622], [-7.674836, 12.461092, -1.248030], [-7.733232, 12.951191, -3.280044], [-6.959100, 14.769548, 1.680139], [-8.742039, 14.929152, -2.542537], [-12.747239, 15.295013, -0.003626], [-10.090221, 13.171803, 0.359574], [-10.158661, 7.519320, -4.337957], [-10.936879, 9.264116, -3.496525], [-13.134209, 13.124921, 2.830507], [-14.846704, 14.511184, 1.690512], [-7.993604, 13.774560, -5.057346], [-6.046501, 12.023947, -0.004519], [-13.433822, 13.209609, 1.797677], [-6.742467, 15.826228, -2.599648], [-10.470435, 16.030091, 2.618107], [-13.882022, 14.539073, 1.728347], [-5.148300, 15.083017, -3.067374], [-7.301251, 13.380169, -5.779921], [-12.955888, 15.129379, -1.082844], [-7.611099, 11.273789, 0.412577], [-9.560227, 15.316840, -1.229385], [-12.039327, 14.157570, -1.549008], [-6.776742, 10.678915, -0.969484], [-8.631996, 12.493153, -0.890946], [-11.669820, 8.505873, -3.658452], [-7.944485, 14.868037, -5.191269], [-14.159798, 12.454304, 1.527347], [-10.686590, 14.376791, 3.153700], [-8.881700, 14.909366, 1.462304], [-10.736164, 15.057818, 2.308706], [-11.536495, 14.509604, -2.303689], [-5.872441, 14.791698, -1.073785], [-12.538071, 12.952913, 1.194750], [-5.748554, 15.561367, -2.256699], [-12.231620, 8.386687, -2.717131], [-12.394750, 8.864302, -4.421954], [-8.980253, 13.334104, -5.136490], [-6.460482, 14.012439, -1.195311], [-7.369817, 13.648184, -3.755451], [-5.137415, 16.451564, -1.979044], [-6.637594, 15.160360, 0.815981]],
  "forces_ev_per_a": [[-2.15, 1.08, 2.19], [0.98, 0.22, 0.27], [-0.40, -0.47, 0.59], [0.22, -0.17, -0.14], [-0.52, -1.53, -0.01], [0.79, -0.32, 0.00], [-0.07, 0.33, -0.40], [0.71, -0.08, 0.53], [1.24, 1.28, -0.28], [-0.80, -0.44, -0.60], [-1.09, 0.40, 0.47], [-0.88, -2.22, 1.53], [0.00, 0.70, -0.88], [1.74, -1.09, -0.32], [-0.50, 0.04, -0.92], [0.38, 0.82, 0.84], [0.67, 0.21, -0.30], [0.35, 0.95, 0.20], [0.17, -0.94, 0.44], [0.30, 0.22, -0.03], [1.49, 1.27, 1.07], [-0.87, -0.58, -0.44], [1.05, -0.70, 0.55], [0.14, 0.35, -0.38], [-0.02, 1.25, 0.78], [-0.93, 0.38, -0.71], [-0.71, -0.10, 0.57], [0.01, -0.54, -0.54], [-0.01, 0.88, -0.13], [-0.65, -0.29, 1.05], [0.40, -0.14, -1.90], [0.25, -0.62, -0.58], [0.55, -0.86, -0.32], [1.07, 0.06, -0.62], [-1.14, 0.84, 0.20], [-0.81, -0.40, -0.41], [-0.48, 0.02, 0.07], [0.06, -0.30, -0.06], [-1.01, -0.38, 0.12], [-0.17, -0.13, -1.35], [-0.07, -0.10, 0.52], [-0.11, -0.66, 0.46], [-0.44, 0.80, -0.03], [1.11, 0.45, 0.01], [0.23, -0.19, -0.31], [0.42, -0.27, 0.23], [-0.15, 0.12, 0.07], [0.20, 0.47, -0.38], [0.19, 1.73, -1.67], [-0.75, -0.38, -0.09], [0.01, -0.97, 1.04]],
  "mulliken_charge": [-0.706, 0.174, 0.305, 0.353, -0.503, -0.484, 0.261, 0.034, -0.806, -0.645, -0.540, 0.233, -0.690, 0.302, 0.134, 0.364, 0.314, 0.135, 0.300, 0.309, -0.710, 0.232, -0.545, 0.185, 0.332, -0.518, 0.190, 0.273, -0.454, 0.331, 0.366, -0.400, 0.259, 0.522, -0.374, 0.267, 0.382, 0.267, 0.267, -0.509, 0.274, -0.558, 0.098, -0.464, 0.210, 0.222, 0.280, 0.390, -0.316, 0.267, 0.390],
  "homo_lumo_gap_ha": 0.386,
  "e_homo_ev": -10.1,
  "fmax_ev_per_a": 3.3,
  "de_lowest_kj_mol": 447.33,
  "total_charge": 0,
  "smiles": "CO.CO.CO.CO.CO.CO.CO.O.O.O"
}

[2]
{
  "formula": "C2Cl2F3NO",
  "method": "the ωB97M-V functional and the def2-TZVPD basis",
  "elements": ["Cl", "N", "Cl", "C", "F", "C", "O", "F", "F"],
  "coordinates": [[-0.707564, -1.648155, 0.811264], [-1.618181, 1.074886, 0.480118], [-0.813791, -0.698279, -1.950498], [1.033311, 0.137412, -0.100775], [1.386147, 0.408032, 1.174173], [-0.276015, -0.406385, -0.332021], [-2.212075, 0.525892, 1.218666], [2.003710, -0.715405, -0.571340], [1.204459, 1.321998, -0.729585]],
  "forces_ev_per_a": [[0.33, 0.11, -0.51], [2.91, 0.68, -3.09], [0.43, 0.23, 0.25], [3.49, 0.96, -0.40], [-0.90, -0.61, -0.08], [-3.49, 0.04, 1.56], [-2.15, -1.48, 2.54], [-0.33, 0.48, 0.13], [-0.29, -0.40, -0.40]],
  "mulliken_charge": [-0.126, 0.275, -0.139, 0.652, -0.236, 0.166, -0.109, -0.243, -0.241],
  "homo_lumo_gap_ha": 0.300,
  "e_homo_ev": -9.1,
  "fmax_ev_per_a": 4.3,
  "de_lowest_kj_mol": 155.54,
  "total_charge": 0
}

[3]
{
  "formula": "C9H14N5",
  "method": "the ωB97M-V functional and the def2-TZVPD basis",
  "elements": ["H", "H", "N", "C", "H", "C", "N", "H", "C", "H", "N", "H", "C", "H", "H", "H", "C", "H", "C", "H", "C", "H", "H", "N", "H", "C", "N", "C"],
  "coordinates": [[-2.965982, -2.831084, 0.351909], [3.278912, -0.668133, 0.250249], [2.621280, -0.672724, 1.001184], [-2.036881, -2.745403, 0.844338], [2.361096, 1.905279, -0.290109], [0.370579, -0.103266, 0.930141], [-0.730028, 0.582881, 1.230533], [0.031759, -0.421976, -2.313516], [-1.815674, -0.200332, 1.159264], [-2.737179, 0.257134, 1.428090], [-0.016764, -1.329855, 0.711083], [-1.217859, -3.535414, 0.585414], [1.836534, 1.029675, -0.639481], [-2.360867, -3.014797, 1.888882], [0.175597, 3.483356, -0.935562], [2.026057, 1.228348, 1.578485], [1.749326, 0.433558, 0.801746], [-0.777562, 1.538235, 1.486729], [-1.285273, 1.272429, -2.516683], [2.510454, 0.261948, -1.180457], [-0.229441, 2.487337, -1.186871], [2.987768, -0.434055, 1.936024], [0.604051, -2.134088, 0.509321], [-1.348083, 2.458021, -1.939689], [-1.986857, 0.694481, -3.078260], [-1.389159, -1.442708, 0.872464], [-0.213591, 0.538707, -2.120818], [0.557786, 1.362447, -1.364409]],
  "forces_ev_per_a": [[-0.60, -0.02, -1.38], [1.14, -0.23, 0.22], [0.18, 0.10, 1.34], [1.63, -2.45, 2.05], [0.51, 0.74, -1.58], [-0.06, 1.75, 1.36], [1.36, 0.21, -0.18], [-0.35, 0.20, -0.45], [-0.92, -0.20, 0.41], [-0.75, -0.35, -0.06], [0.07, -2.02, -0.36], [-1.94, 1.13, 0.04], [0.88, -1.23, -0.11], [0.60, 0.22, -0.68], [-0.40, -0.74, 0.63], [-1.20, -0.74, -1.08], [-1.52, 0.46, 0.27], [0.26, 0.91, -0.03], [-0.94, -0.96, 0.59], [-0.99, 1.63, 0.29], [2.33, 1.78, -0.72], [0.84, -1.30, -1.00], [-0.34, 1.03, 0.32], [-0.46, -1.49, -0.97], [-0.77, 0.60, -0.52], [-0.10, 0.12, -0.36], [1.15, 0.09, 0.16], [0.36, 0.77, 1.79]],
  "mulliken_charge": [0.361, 0.219, -0.654, -1.172, 0.202, -0.502, 0.137, 0.212, -0.449, 0.455, 0.036, 0.256, -0.947, 0.288, 0.405, 0.516, 0.466, 0.233, -0.229, 0.507, -0.547, 0.298, 0.361, -0.566, 0.383, 0.408, -0.020, 0.344],
  "homo_lumo_gap_ha": 0.344,
  "e_homo_ev": -12.0,
  "fmax_ev_per_a": 3.6,
  "de_lowest_kj_mol": 127.36,
  "total_charge": 1,
  "smiles": "Cc1c[nH+]c([C@@H](N)Cc2cnc[nH]2)[nH]1"
}

[4]
{
  "formula": "C19H38ClF7NO2P",
  "method": "the ωB97M-V functional and the def2-TZVPD basis",
  "elements": ["H", "H", "H", "C", "H", "H", "O", "C", "H", "C", "H", "H", "C", "F", "C", "F", "H", "H", "H", "H", "H", "C", "N", "H", "H", "C", "O", "H", "H", "H", "F", "F", "H", "C", "C", "H", "H", "C", "H", "C", "H", "H", "H", "F", "H", "C", "C", "H", "H", "C", "H", "H", "F", "C", "H", "H", "H", "Cl", "H", "H", "C", "C", "F", "P", "H", "H", "H", "C", "C"],
  "coordinates": [[3.758734, 0.681802, -1.097784], [-5.474490, -1.928755, 3.233632], [2.765098, 3.642014, -6.665770], [4.086138, -0.238683, 0.753586], [2.097635, 5.224657, -7.043107], [2.520069, 4.619026, 1.151397], [3.219938, 4.521629, 0.497609], [3.254308, 3.280871, -0.003828], [0.899224, 1.153050, -2.436772], [1.482004, 1.569503, -4.470180], [5.306968, 0.252195, -0.805490], [1.366391, 0.996549, 3.436845], [1.356144, -0.230604, 0.636144], [-0.502819, -1.273567, 2.773322], [2.607511, 4.646785, -6.271284], [-0.759019, 0.434230, -0.288360], [0.808054, 4.199337, -5.176027], [-2.851066, -3.534019, 2.346156], [-6.450898, -4.475658, 3.202601], [-4.818754, -3.904012, 4.656151], [-5.108933, -3.336461, 1.438640], [-4.059642, -3.335700, 4.111930], [4.345091, -0.012324, -0.665126], [-3.820352, -1.321895, 3.339393], [0.082470, 2.561321, -3.129386], [-6.000316, -5.046031, 2.385714], [4.004674, 2.999356, -0.893432], [-3.223671, -5.050590, 3.125016], [3.026587, 0.585858, 3.843531], [3.821473, -1.280860, 0.944729], [-2.218489, -0.357977, 1.847531], [-1.183989, -1.958722, 0.832578], [-3.190948, -3.281623, 4.773623], [-4.573501, -1.922412, 3.848813], [-3.654187, -4.085541, 2.843924], [1.630500, 2.006826, -0.352788], [3.457357, 2.279902, -4.935296], [1.796162, 4.625212, -4.979282], [-6.758258, -5.097435, 1.600018], [0.453723, 1.557092, -3.344109], [1.622079, 5.653098, -4.650815], [1.021142, 1.948297, -5.386481], [-4.966654, -6.456473, 3.686903], [1.553893, -0.187117, -0.719818], [-0.407049, 0.936312, -3.596379], [2.209884, 2.309305, 0.519144], [-1.027637, -0.893420, 1.606002], [1.877942, 3.968523, -2.935989], [4.977517, -0.015675, 1.336742], [2.479466, 3.864180, -3.844328], [3.206375, 1.943118, -3.241827], [-4.821581, -1.423194, 4.786701], [-0.208286, 1.310274, 1.647474], [2.219288, 0.386452, 3.145616], [1.951894, -0.666272, 3.186179], [1.787963, 0.542713, -4.685757], [3.438151, 4.340499, -3.620460], [4.339506, 2.219087, 2.446607], [-5.264370, -7.059566, 2.055378], [3.587136, 5.099829, -6.106369], [-0.146986, 0.170771, 0.893706], [-5.684409, -6.459706, 2.865363], [1.490741, -1.552802, 1.011697], [2.772551, 0.831309, 1.472085], [1.518694, 2.809846, 1.198466], [-6.584942, -6.962061, 3.220439], [-4.384916, -4.858179, 0.982432], [2.730359, 2.382183, -4.125359], [-4.784338, -4.301971, 1.836304]],
  "forces_ev_per_a": [[0.05, 0.11, -0.04], [0.00, 0.01, -0.01], [0.01, -0.01, 0.00], [0.36, 0.15, -0.12], [0.01, 0.01, -0.01], [0.12, -0.06, 0.14], [-0.04, 0.21, -0.17], [0.09, -0.14, -0.08], [-0.03, 0.01, 0.04], [0.02, 0.02, 0.06], [0.00, 0.24, -0.01], [-0.04, 0.00, -0.09], [-0.17, -0.35, -0.13], [0.04, 0.08, 0.02], [-0.07, 0.01, 0.02], [0.20, 0.02, 0.52], [-0.01, -0.01, 0.01], [0.02, 0.01, 0.00], [0.00, 0.02, 0.00], [0.01, -0.02, 0.00], [0.01, 0.01, 0.00], [0.02, 0.06, -0.03], [0.04, -0.44, 0.09], [-0.03, 0.00, -0.02], [-0.01, -0.01, 0.01], [0.02, -0.06, -0.02], [0.01, 0.01, 0.06], [-0.01, 0.00, -0.01], [-0.04, -0.04, -0.06], [-0.26, 0.04, 0.02], [-0.20, 0.09, -0.04], [0.00, -0.04, -0.06], [-0.01, -0.01, 0.02], [-0.04, -0.10, 0.12], [0.00, -0.02, 0.01], [-0.01, -0.11, 0.02], [0.00, 0.02, -0.01], [0.04, 0.01, -0.02], [-0.02, 0.01, 0.01], [-0.02, 0.05, -0.15], [-0.02, 0.01, 0.00], [0.02, 0.02, -0.01], [0.01, 0.00, 0.00], [-0.14, -0.32, 0.47], [0.00, -0.01, 0.02], [-0.22, 0.28, 0.19], [0.20, 0.06, -0.01], [0.01, -0.01, 0.01], [-0.10, -0.06, 0.07], [0.00, 0.00, 0.00], [-0.01, 0.02, -0.02], [0.00, 0.03, -0.02], [-0.02, -0.35, -0.16], [0.28, 0.11, 0.28], [-0.14, -0.03, -0.14], [-0.02, -0.01, -0.01], [0.00, 0.00, 0.02], [0.10, 0.17, 0.07], [0.03, 0.00, 0.00], [0.02, -0.02, 0.00], [-0.06, 0.00, -0.45], [-0.05, 0.06, 0.01], [-0.08, 0.44, -0.23], [0.08, -0.06, -0.20], [0.00, -0.02, 0.04], [0.00, -0.02, -0.01], [-0.01, -0.01, 0.00], [0.02, -0.04, 0.00], [-0.01, 0.02, -0.01]],
  "mulliken_charge": [-0.038, 0.299, 0.283, -0.891, 0.395, 0.373, -0.483, 0.337, -0.042, -0.667, 0.292, 0.336, -0.178, -0.240, -1.243, -0.296, 0.236, -0.110, 0.233, 0.313, 0.325, -0.475, -0.383, -0.034, 0.309, -0.440, -0.503, 0.343, 0.647, 0.471, -0.290, -0.262, 0.372, -0.825, -0.166, -0.253, 0.408, -0.608, 0.370, -0.732, 0.409, 0.322, 0.283, -0.283, 0.470, -0.563, 0.516, 0.090, 0.553, -0.352, -0.154, 0.382, -0.318, -1.378, 0.349, 0.395, 0.498, -0.392, 0.294, 0.292, 1.130, -1.199, -0.328, 1.157, 0.767, 0.382, 0.403, -0.205, -0.702],
  "homo_lumo_gap_ha": 0.359,
  "e_homo_ev": -9.5,
  "fmax_ev_per_a": 0.6,
  "total_charge": 0,
  "smiles": "CP(Cl)(CN)(CC(=O)O)C(F)(F)C(F)(F)C(F)(F)F.CCCCCC.CCCCCC"
}

[5]
{
  "formula": "C5H9MgMnO4",
  "method": "the ωB97M-V functional and the def2-TZVPD basis",
  "elements": ["Mg", "C", "O", "H", "C", "C", "H", "Mn", "C", "H", "O", "H", "H", "H", "H", "O", "H", "H", "O", "C"],
  "coordinates": [[1.017983, -1.378506, 0.302800], [-2.252245, -0.114785, 0.493676], [1.342260, 0.510941, -0.048599], [-2.678311, -1.802121, -0.757939], [3.490224, -0.234715, 0.931326], [-3.063441, 1.305115, -1.270466], [-2.745374, 2.225592, -1.777562], [-0.024628, 0.832634, -1.382438], [-1.966008, -1.539302, 0.047844], [-3.290793, -0.020249, 0.846186], [2.859195, -1.336770, 1.051302], [3.249646, 1.169859, -0.640196], [-2.231627, -2.215321, 0.879655], [2.674308, 1.723482, 0.934625], [-3.831008, 1.534723, -0.516442], [-1.949422, 0.704722, -0.631167], [-3.477466, 0.607438, -2.009131], [-1.648829, 0.239418, 1.342481], [-0.686448, -1.593148, -0.491255], [2.664781, 0.853179, 0.246966]],
  "forces_ev_per_a": [[0.62, 0.17, 0.20], [-0.36, -0.60, 0.47], [-0.71, -0.54, 0.06], [-0.02, 0.19, 0.25], [0.26, 0.02, 0.02], [-0.73, 0.15, -0.27], [-0.01, -0.35, 0.20], [0.19, 0.12, -1.22], [-0.52, 0.23, -0.38], [0.10, 0.19, -0.49], [-0.60, -0.38, -0.14], [-0.30, -0.17, 0.16], [0.61, -0.09, -0.05], [0.09, -0.31, -0.20], [0.23, 0.07, -0.30], [-0.65, 0.90, 0.70], [0.00, 0.19, 0.10], [0.25, -0.30, -0.29], [0.78, -0.19, 0.71], [0.77, 0.72, 0.46]],
  "lowdin_spin": [0.060, 0.014, 0.191, 0.001, 0.007, 0.053, 0.029, 5.357, 0.007, 0.002, 0.006, 0.008, 0.002, 0.003, 0.002, 0.166, 0.005, 0.001, 0.057, 0.031],
  "homo_lumo_gap_ha": [0.218, 0.229],
  "e_homo_ev": [-6.1, -6.5],
  "fmax_ev_per_a": 1.3,
  "spin_multiplicity": 7,
  "total_charge": 0
}